{"formula": "H80O40", "method": "wB97M-V/def2-TZVPD", "elements": ["O", "O", "O", "O", "O", "O", "O", "O", "O", "O", "O", "O", "O", "O", "O", "O", "O", "O", "O", "O", "O", "O", "O", "O", "O", "O", "O", "O", "O", "O", "O", "O", "O", "O", "O", "O", "O", "O", "O", "O", "H", "H", "H", "H", "H", "H", "H", "H", "H", "H", "H", "H", "H", "H", "H", "H", "H", "H", "H", "H", "H", "H", "H", "H", "H", "H", "H", "H", "H", "H", "H", "H", "H", "H", "H", "H", "H", "H", "H", "H", "H", "H", "H", "H", "H", "H", "H", "H", "H", "H", "H", "H", "H", "H", "H", "H", "H", "H", "H", "H", "H", "H", "H", "H", "H", "H", "H", "H", "H", "H", "H", "H", "H", "H", "H", "H", "H", "H", "H", "H"], "coordinates": [[2.003258, 0.729513, 1.083724], [-0.371716, 4.271816, 4.024081], [1.720001, 5.182150, 0.481476], [-5.258362, -2.802113, 1.524489], [5.110120, 3.115136, 0.141662], [-3.298110, -1.670739, -0.213305], [2.134601, -5.555819, 0.701456], [-1.520713, 0.027533, 3.795224], [-1.907319, 0.696335, 6.472777], [0.700544, -0.883567, 4.560282], [3.431248, -5.032477, -2.089107], [3.008571, 3.989790, -1.681009], [-2.327551, -5.561257, 0.751823], [0.718589, -3.109295, -1.619187], [-1.410254, 2.227777, -1.637880], [-3.035414, 6.039040, -0.029590], [-3.054096, 3.081751, -3.471370], [0.292988, -5.916752, -1.456784], [-1.367014, -1.651447, -2.676096], [-4.864858, 0.060802, 1.881093], [2.206270, 1.666214, -5.164201], [-3.449276, -1.963249, 3.628152], [-4.594567, 4.849645, 1.755376], [5.773363, 0.158628, -1.494703], [3.875151, 1.148479, -2.856469], [2.197113, -3.792904, 4.707065], [-0.560465, 4.947191, -1.479250], [-3.166021, 2.650128, 0.261340], [-0.190005, -0.898136, -0.618574], [0.357734, 3.351340, 1.558891], [-4.942124, -3.422065, -1.034544], [3.067447, -2.384223, -1.141342], [0.597123, -2.794130, 1.048628], [5.716148, -1.041552, 1.815923], [0.122136, -5.130624, 2.248051], [0.968622, 2.053706, -2.932184], [4.321031, 0.819426, 3.137506], [4.087548, -0.337551, -5.055713], [-4.635567, -0.560422, -4.233688], [-1.685379, 1.336325, -4.693276], [2.797287, 2.331974, -5.422135], [2.525992, 4.831283, 0.954240], [-1.311546, 2.010088, -2.573597], [4.666948, 3.483633, -0.644281], [5.493056, -1.710756, 2.541924], [5.417828, 2.315160, -0.248396], [3.232161, -4.075200, -1.896781], [1.435320, -4.407607, 4.353790], [-2.613762, -5.984388, 1.608424], [-0.359809, -4.215156, 2.177265], [1.185629, -3.527844, 0.945361], [0.299919, 3.900765, 4.521524], [5.682950, -0.627473, -0.979240], [-2.553208, 2.585391, -0.473957], [-1.173108, -0.983046, -0.362878], [3.600359, -0.840404, -5.674362], [-2.348388, 2.736059, 0.864191], [-4.510048, -3.895009, -0.333433], [3.814018, 0.931270, 2.389675], [5.050361, 0.061260, -2.140836], [4.515367, 1.912964, -3.046210], [-0.128241, -5.030267, -1.624607], [-0.723238, 5.828824, -1.280062], [3.284321, 1.629978, -2.299385], [-0.198645, 4.758750, -0.546501], [-2.506541, 5.342601, -0.354635], [0.043124, -0.210750, -1.191478], [2.140403, 4.437319, -1.507672], [-4.097125, 4.068566, 1.472493], [-0.766455, -0.397558, 3.430629], [3.999541, -0.499575, -4.126489], [-3.797199, 5.484877, 0.304578], [-3.821026, 3.408502, -3.064636], [0.101844, 3.841457, 0.800608], [1.394989, 5.883774, 1.067740], [-3.510108, -2.519620, -0.279954], [-5.493309, -0.652288, -4.007215], [-5.506645, -2.905213, 2.410548], [-5.340363, -3.780262, -1.821007], [-4.256742, 4.909478, 2.726044], [-0.848172, 4.828718, 4.556291], [0.258421, 3.728653, 2.422841], [1.362302, 2.243915, -3.803483], [1.483370, 0.127675, 1.770308], [-4.019475, 0.158286, 2.313475], [-2.547805, 1.852736, -4.584363], [-2.218010, -6.298854, 0.173875], [-0.593352, 2.849619, -1.528872], [-2.748149, -2.553617, 3.837043], [-2.427233, 3.849369, -3.107871], [-0.605922, -5.565817, 1.759156], [0.103696, -1.663111, 4.888163], [0.706791, 1.164205, -2.636169], [-4.540979, -2.196645, 1.522906], [2.615980, -3.536606, 3.909933], [1.983215, 1.552879, 1.568776], [2.763585, 0.988224, -4.722564], [-3.133523, -1.156610, -0.950552], [-2.875066, -1.409829, 3.018191], [2.734189, -1.641415, -1.569902], [5.011048, -0.415595, 1.678528], [2.486146, -5.192092, -2.448676], [0.684140, -2.256519, 0.298068], [4.773099, 1.648672, 3.135769], [-1.604075, -1.037290, -3.381400], [-2.265068, -1.926742, -2.692308], [-4.119528, 0.126119, -3.867884], [2.662974, -4.741408, 0.558747], [1.181193, -0.520148, 5.353252], [2.882785, 3.103374, -1.948273], [-0.847501, 1.913538, -4.581362], [0.491761, -2.313825, -2.108154], [1.185568, -5.846252, -1.908378], [-1.793338, 0.767400, 3.268451], [3.681564, -2.242821, -0.373077], [-2.440549, 1.370225, 6.078956], [-2.350680, -0.067987, 6.306922], [0.195102, -3.499170, -0.967754], [-4.935588, 0.641117, 1.138726], [1.230328, -5.158323, 0.952617]], "atomic_forces_ev_per_a": [[-1.3245, -2.2772, 2.3195], [-0.1401, -1.0038, -3.5179], [1.2936, 0.6447, 0.6514], [-0.5467, -1.2954, -2.0283], [-0.6987, 0.9241, -0.4146], [2.2172, 5.2501, 4.4005], [-0.8065, 2.1061, 0.2195], [-1.8602, 0.1222, 0.4517], [2.2540, 3.0055, 1.5426], [-0.4259, -1.7746, 1.6577], [-3.0837, 1.0651, -1.0019], [-0.0174, 2.1349, 0.4575], [-0.5305, 0.0844, 2.1885], [2.8906, -0.7384, -2.9529], [2.9968, 1.4063, 0.5913], [-1.6317, 0.0515, 0.4963], [2.7475, 3.1157, 0.6365], [0.2504, 1.1442, -1.0764], [-0.4761, 0.9971, -1.4402], [-0.6432, -0.7553, 0.9321], [-1.3955, -1.2360, 0.6481], [0.6495, 1.3620, -1.6059], [0.8867, -0.4813, 3.0797], [-0.2098, 0.3011, -0.5769], [1.5223, 2.2020, -1.1264], [-3.0738, -2.2688, 0.2131], [1.3186, -2.6396, 2.2949], [2.1716, 0.6326, 2.4668], [-1.5670, -1.5405, 3.1243], [0.3648, -3.1337, 0.0837], [-0.2575, 1.9598, -0.7188], [2.3612, -2.5468, 2.1607], [-0.8425, -0.6293, 2.4970], [0.6682, -2.3964, 0.5148], [-2.9923, 2.4936, -0.0435], [-0.6002, 0.9328, 1.9469], [0.9874, -0.3454, 2.4717], [1.4895, 1.8452, -0.1987], [4.2381, -1.5244, -2.5109], [0.8430, 0.7367, 0.3066], [1.4262, 1.3712, -0.8139], [-1.2394, 0.3070, -0.8921], [-0.5309, -0.2488, -0.0756], [-0.1744, 0.5500, 0.6779], [0.0590, 1.9412, -1.5964], [0.8616, -1.5719, -0.0498], [0.8379, -0.7556, 0.1574], [2.2539, 1.6418, 0.9983], [0.1432, 0.7279, -1.3023], [1.8044, -1.7308, 0.4301], [0.6503, -0.2657, -0.1162], [2.0044, -1.1707, 1.8508], [0.4006, -0.8698, 0.9053], [-0.3557, -0.4192, -1.9909], [2.1958, 0.6747, -1.0906], [-0.9086, -1.3274, -0.2255], [-2.0479, -0.2461, -0.1018], [-0.7483, -1.6785, -0.0730], [-2.4233, -0.0346, -2.8020], [0.5281, 0.3639, 0.4830], [-0.7546, -1.9008, -0.0174], [0.8049, -1.5377, -0.2141], [-0.8361, 3.2348, -0.3452], [-1.1878, -0.4495, 0.8603], [-0.3066, -0.0648, -2.2287], [1.2644, -1.1495, -0.8875], [-0.5798, 1.7446, -0.8655], [1.0650, -0.9336, -0.2401], [-0.2755, -0.3651, -0.3750], [1.3439, 0.0334, -0.5377], [-0.4615, -0.9376, 0.2740], [0.7469, 1.5151, 0.0412], [-2.3708, 0.2841, 0.7269], [-0.0502, 0.9139, 0.2895], [0.2002, -0.1451, -0.2092], [-1.3322, -4.8343, -1.7636], [-4.0453, 0.3078, 1.6904], [-0.3300, -0.0735, 1.9865], [0.3693, -1.2806, 0.3480], [-1.0852, 0.2534, -2.5142], [-1.7724, 2.1564, 2.0340], [-0.8259, 1.2010, 0.1743], [0.1086, -1.5856, -0.4245], [1.5504, 1.4572, -2.3340], [0.2142, 0.4098, -0.1931], [2.3573, -0.2815, -0.1484], [0.2495, -0.8785, -0.9243], [-2.0974, -1.7353, -0.3046], [0.5997, -1.4036, 0.9012], [-1.3616, -2.6334, -1.3476], [0.5460, -0.6127, 0.0588], [2.0836, 2.2525, -0.5055], [0.5688, 0.5131, -1.3040], [0.6607, 1.2017, 0.1823], [0.7205, 0.5053, -1.2695], [-0.2169, 0.8322, -0.1301], [-0.0055, 0.4139, -0.5969], [-0.0366, 0.6413, -2.5341], [-1.3125, -0.2507, 1.0142], [-0.4983, 2.2509, -0.3230], [-0.3633, -0.0245, 0.7325], [2.6578, -0.0530, 0.5033], [0.2888, 1.5793, -1.7922], [0.9653, 0.8409, 0.4366], [1.3072, 0.9663, -0.7395], [-1.5366, -1.8893, 0.9380], [-0.0851, 1.2307, 0.9122], [0.0505, -1.0376, -0.2110], [-0.9527, -0.8277, -1.1238], [-1.2505, -0.7570, -0.3212], [-2.5348, -1.0254, -0.4287], [-1.4513, -0.5800, 0.9592], [-1.8418, -0.2580, 1.2964], [0.2165, 0.4790, -0.6167], [-0.9651, 0.6707, -1.3913], [-0.3837, 0.5992, -0.3695], [-1.8728, -3.5192, -0.8799], [-1.9484, 0.4457, 1.3283], [0.4416, 0.6361, -0.6195], [1.7829, -1.7344, -0.1694]], "mol_weight_da": 720.60, "gap_ev": 9.1, "lumo_ev": -0.86, "largest_force_ev_per_a": 7.20, "de_lowest_ev": 14.276, "total_energy_ev": -83191.53952}